Record 1
Density functional theory data (ωB97M-V/def2-TZVPD) for a molecular structure, C32H29HgN12.

Values from the calculation:
- LUMO (alpha / beta): 0.40 / 0.28 eV
- F_max: 0.14 eV/A
- DFT total energy: -55713.9246 eV
- ΔE to the lowest compared entry with this formula, charge and spin: 0.5 kcal/mol
- Orbital gap (alpha / beta): 5.697 / 8.698 eV

ORCA input file:
```
! wB97M-V def2-TZVPD RIJCOSX def2/J DEFGRID3
* xyz 0 2
Hg -1.376 -0.490 -0.171
C 2.568 1.982 0.079
N 1.853 0.728 0.074
C 2.625 -0.381 0.594
C 1.945 -1.660 0.231
N 1.325 -1.859 -0.900
C 0.841 -3.162 -0.816
C 0.080 -3.894 -1.725
C -0.291 -5.174 -1.369
C 0.086 -5.728 -0.135
C 0.842 -5.019 0.777
C 1.204 -3.729 0.410
N 1.922 -2.740 1.059
C 1.618 3.141 0.068
N 0.399 3.116 0.528
C -0.076 4.411 0.361
C -1.330 4.946 0.648
C -1.552 6.272 0.329
C -0.553 7.059 -0.264
C 0.699 6.546 -0.551
C 0.912 5.213 -0.221
N 1.998 4.375 -0.379
H 3.288 2.088 -0.748
H 3.153 2.044 1.004
H 1.512 0.505 -0.855
H 2.694 -0.300 1.684
H 3.655 -0.414 0.203
H -0.212 -3.461 -2.674
H -0.893 -5.765 -2.047
H -0.238 -6.730 0.112
H 1.107 -5.433 1.740
H 2.214 -2.747 2.023
H -2.099 4.333 1.101
H -2.516 6.717 0.539
H -0.767 8.093 -0.502
H 1.466 7.148 -1.018
H 2.842 4.587 -0.885
N 0.000 0.895 2.555
C -0.164 -0.432 2.712
N 0.411 -0.975 3.786
C 0.140 -2.287 3.961
N 0.820 -2.886 4.991
N -0.654 -3.036 3.237
C -1.201 -2.441 2.145
N -0.899 -1.120 1.817
C -2.093 -3.176 1.329
C -2.521 -4.484 1.683
C -3.399 -5.143 0.872
C -3.856 -4.530 -0.312
C -3.393 -3.265 -0.597
N -2.548 -2.593 0.184
H 0.633 1.317 3.214
H -0.088 1.363 1.659
H 1.158 -2.262 5.704
H 0.440 -3.765 5.300
H -2.143 -4.922 2.594
H -3.740 -6.137 1.136
H -4.547 -5.025 -0.980
H -3.711 -2.752 -1.499
C -1.598 0.171 -2.154
C -0.706 1.285 -2.567
C 0.578 1.029 -3.060
C 1.425 2.064 -3.409
C 0.993 3.385 -3.284
C -0.297 3.656 -2.831
C -1.130 2.612 -2.478
C 1.909 4.461 -3.534
N 2.689 5.294 -3.689
H -1.394 -0.727 -2.738
H -2.644 0.439 -2.299
H 0.916 0.002 -3.143
H 2.422 1.858 -3.776
H -0.630 4.682 -2.730
H -2.123 2.829 -2.103
*
```

---

Record 2
Density functional theory data (ωB97M-V/def2-TZVPD) for C3H5NO2 in the gas phase in a non-equilibrium geometry.

Values from the calculation:
- LUMO: 0.84 eV
- F_max: 3.07 eV/A
- DFT total energy: -8772.1209 eV
- ΔE to the lowest compared entry with this formula, charge and spin: 128.5 kcal/mol
- Orbital gap: 9.660 eV

ORCA input file:
```
! wB97M-V def2-TZVPD RIJCOSX def2/J DEFGRID3
* xyz 0 1
O 2.268 -0.966 -0.557
N 1.601 0.020 0.007
C 0.308 0.095 0.058
C -0.804 0.984 0.559
O -1.771 0.065 0.030
C -0.761 -0.837 -0.471
H 2.552 0.359 0.197
H -0.875 1.973 0.089
H -0.885 1.084 1.648
H -0.822 -1.827 0.000
H -0.812 -0.950 -1.562
*
```

---

Record 3
Density functional theory data (ωB97M-V/def2-TZVPD) for 8 unconnected molecules or ions with the total composition C4H27N2O7 in a non-equilibrium geometry.

Values from the calculation:
- LUMO: -2.57 eV
- F_max: 2.51 eV/A
- DFT total energy: -21893.0244 eV
- ΔE to the lowest compared entry with this formula, charge and spin: 44.4 kcal/mol
- Orbital gap: 10.015 eV

ORCA input file:
```
! wB97M-V def2-TZVPD RIJCOSX def2/J DEFGRID3
* xyz 1 1
N -2.417 0.528 0.123
C -2.731 -0.144 -1.148
C -1.428 -0.385 -1.967
N -0.540 0.787 -1.876
C -1.086 1.822 -2.769
C 0.765 0.367 -2.443
H -1.813 -0.141 0.619
H -3.227 0.632 0.729
H -1.955 1.426 0.044
H -3.385 0.450 -1.786
H -3.255 -1.082 -1.021
H -1.705 -0.609 -2.999
H -0.938 -1.165 -1.386
H -2.155 1.969 -2.634
H -0.962 1.545 -3.826
H -0.549 2.769 -2.725
H 0.996 -0.562 -1.944
H 1.591 1.079 -2.308
H 0.776 0.425 -3.540
H 1.826 -1.438 0.144
H 1.063 -0.218 0.652
O 0.920 -1.058 0.189
H 2.374 1.550 1.464
H 1.073 1.776 0.736
O 1.421 1.439 1.576
H 3.630 -1.938 -1.468
H 3.939 -2.408 -0.059
O 3.214 -2.251 -0.669
H -0.486 -1.552 1.069
H -1.255 -2.797 1.580
O -1.380 -1.892 1.282
H -1.923 2.190 3.349
H -0.712 1.614 2.675
O -1.569 2.017 2.470
H 0.653 -0.139 3.094
H -0.155 -0.752 4.361
O 0.199 0.023 3.922
H 3.801 -2.098 2.097
H 3.579 -0.604 2.564
O 3.807 -1.177 1.829
*
```

---

Record 4
Density functional theory data (ωB97M-V/def2-TZVPD) for a gas-phase ion, C20H22N3O2S (charge +1) in a non-equilibrium geometry.

Values from the calculation:
- LUMO: -3.36 eV
- F_max: 1.26 eV/A
- DFT total energy: -40491.7920 eV
- Orbital gap: 7.520 eV

ORCA input file:
```
! wB97M-V def2-TZVPD RIJCOSX def2/J DEFGRID3
* xyz 1 1
O -0.530 -0.767 -1.264
S 0.078 -0.161 -0.111
O -0.551 -0.565 1.146
N 0.065 1.513 -0.274
C -0.726 1.987 -1.389
H -0.516 3.052 -1.511
C -2.225 1.735 -1.133
N -2.409 1.444 0.279
C -1.749 2.436 1.107
H -2.036 2.289 2.148
C -0.226 2.227 0.952
H 0.298 3.186 0.933
H 0.166 1.626 1.771
H -2.028 3.459 0.810
C -3.773 1.111 0.615
C -4.035 -0.331 0.276
N -3.034 -1.191 0.476
C -3.136 -2.490 0.201
C -4.314 -3.012 -0.293
C -5.387 -2.151 -0.500
C -5.246 -0.802 -0.216
H -6.062 -0.116 -0.378
H -6.321 -2.528 -0.888
H -4.395 -4.063 -0.514
H -2.260 -3.093 0.382
H -3.912 1.232 1.695
H -4.515 1.751 0.111
H -2.097 -0.821 0.809
H -2.554 0.864 -1.704
H -2.818 2.610 -1.447
H -0.397 1.455 -2.280
C 1.807 -0.579 -0.019
C 2.772 0.370 -0.185
C 4.133 0.006 -0.114
C 5.169 0.950 -0.276
C 6.478 0.564 -0.203
C 6.811 -0.780 0.034
C 5.830 -1.719 0.196
C 4.469 -1.356 0.127
C 3.434 -2.302 0.290
C 2.123 -1.924 0.220
H 1.318 -2.631 0.342
H 3.696 -3.334 0.472
H 6.083 -2.753 0.378
H 7.850 -1.065 0.087
H 7.267 1.289 -0.328
H 4.907 1.982 -0.459
H 2.498 1.397 -0.372
*
```

---

Record 5
Density functional theory data (ωB97M-V/def2-TZVPD) for C4H5N3 in the gas phase in a non-equilibrium geometry.

Values from the calculation:
- LUMO: 0.75 eV
- F_max: 3.49 eV/A
- DFT total energy: -8695.6717 eV
- ΔE to the lowest compared entry with this formula, charge and spin: 95.5 kcal/mol
- Orbital gap: 10.168 eV

ORCA input file:
```
! wB97M-V def2-TZVPD RIJCOSX def2/J DEFGRID3
* xyz 0 1
N 1.282 0.149 1.819
C 1.086 -0.396 0.806
C 0.647 -0.191 -0.673
C -0.630 -1.006 -0.678
N -1.060 -0.572 0.673
C -0.702 0.678 0.734
N 0.049 1.137 -0.407
H 1.417 -0.235 -1.458
H -1.383 -0.621 -1.382
H -0.513 -2.086 -0.798
H -0.974 1.324 1.565
H 0.781 1.820 -0.203
*
```